This record from the OMol25 dataset describes C56H44N5O3S2Ti as an isolated structure in a non-equilibrium geometry. The level of theory is ωB97M-V/def2-TZVPD.

```
111
Properties=species:S:1:pos:R:3
Ti 0.856 1.158 -0.193
O 1.926 -1.718 2.435
C 1.499 -0.741 1.844
N 1.710 -0.410 0.553
C 2.685 -1.155 -0.212
C 2.912 -0.409 -1.503
C 3.883 -0.790 -2.416
C 4.057 -0.051 -3.572
C 3.239 1.052 -3.786
C 2.288 1.370 -2.842
N 2.123 0.662 -1.713
C 0.719 0.354 2.523
C 0.701 0.468 3.899
C 0.112 1.581 4.476
C -0.445 2.537 3.636
C -0.398 2.353 2.270
N 0.179 1.283 1.696
H 2.356 -2.182 -0.404
H 3.627 -1.241 0.345
H 4.496 -1.656 -2.207
H 4.821 -0.318 -4.290
H 3.338 1.650 -4.681
H 1.619 2.212 -2.984
H 1.182 -0.307 4.482
H 0.096 1.711 5.550
H -0.920 3.420 4.040
H -0.842 3.079 1.600
C -1.848 4.216 -1.550
C -1.033 5.369 -1.485
C 0.276 5.230 -1.099
C 0.785 3.961 -0.781
N -0.018 2.839 -0.837
C -1.316 3.005 -1.216
C 2.122 3.725 -0.296
C 3.172 4.654 -0.375
C 4.394 4.350 0.166
C 4.568 3.110 0.804
C 3.519 2.230 0.826
N 2.315 2.495 0.278
H -2.882 4.287 -1.856
H -1.436 6.343 -1.725
H 0.916 6.096 -1.015
H -1.919 2.106 -1.245
H 3.011 5.595 -0.882
H 5.214 5.053 0.101
H 5.511 2.854 1.265
H 3.616 1.260 1.300
C -5.430 -5.208 6.409
C -4.588 -4.596 5.325
C -5.000 -4.654 3.993
C -4.222 -4.120 2.980
C -3.021 -3.517 3.306
C -2.577 -3.463 4.619
C -3.368 -3.995 5.625
S -1.935 -2.876 2.027
O -2.154 -3.745 0.843
C -2.832 -1.301 1.776
C -2.849 -0.466 2.917
C -3.404 0.772 2.868
C -3.978 1.259 1.672
C -4.556 2.547 1.605
C -5.112 3.006 0.446
C -5.104 2.194 -0.704
C -4.563 0.939 -0.666
C -3.989 0.427 0.524
C -3.395 -0.880 0.590
C -3.463 -1.705 -0.649
C -4.723 -2.269 -1.000
C -5.821 -2.252 -0.103
C -7.002 -2.848 -0.439
C -7.160 -3.479 -1.690
C -6.120 -3.514 -2.573
C -4.874 -2.932 -2.242
C -3.764 -3.024 -3.103
C -2.545 -2.541 -2.731
C -2.381 -1.868 -1.502
S -0.744 -1.387 -0.871
O -0.631 0.122 -1.133
C 0.198 -2.158 -2.182
C 0.552 -3.492 -2.025
C 1.255 -4.123 -3.035
C 1.623 -3.435 -4.194
C 2.402 -4.145 -5.265
C 1.248 -2.102 -4.326
C 0.532 -1.460 -3.327
H -6.460 -5.333 6.078
H -5.422 -4.595 7.310
H -5.038 -6.192 6.673
H -5.942 -5.132 3.753
H -4.530 -4.178 1.942
H -1.611 -3.022 4.841
H -3.032 -3.958 6.654
H -2.439 -0.844 3.845
H -3.422 1.403 3.748
H -4.559 3.159 2.500
H -5.569 3.986 0.405
H -5.538 2.566 -1.623
H -4.580 0.328 -1.557
H -5.705 -1.777 0.863
H -7.827 -2.841 0.261
H -8.104 -3.946 -1.938
H -6.225 -4.004 -3.533
H -3.885 -3.521 -4.057
H -1.708 -2.666 -3.401
H 0.250 -4.027 -1.132
H 1.523 -5.167 -2.928
H 1.841 -5.000 -5.643
H 3.343 -4.525 -4.862
H 2.628 -3.486 -6.101
H 1.504 -1.559 -5.227
H 0.216 -0.431 -3.438
```

Summary:
E	-4305.68779	hartree
total charge	+1
HOMO energy (alpha / beta)	-7.760 / -10.295	eV
HOMO-LUMO gap (alpha / beta)	5.43 / 7.72	eV
spin multiplicity	3